This record from the OMol25 dataset describes C18H20N2O6S in the gas phase. The level of theory is ωB97M-V/def2-TZVPD.

Summary:
Energy above the lowest of the compared OMol25 structures with the same formula, charge and spin: 49.7 kcal/mol
SMILES string: COc1ccc(SCc2noc(C(=O)NC[C@H]3CCCO3)c2C(=O)O)cc1

Geometry as ORCA input:
```
! RIJCOSX wB97M-V def2-TZVPD def2/J DEFGRID3
* xyz 0 1
S -3.4847 3.0056 -0.6041
O 0.7633 1.8907 -0.5645
O -2.4330 0.5917 2.3635
O 0.8427 -1.5578 0.2574
O -3.5408 -2.8998 -0.6789
O 4.6601 -0.7817 0.9277
O -1.3819 -1.1866 1.5926
N -0.1346 2.8661 -0.3109
N 2.3171 -0.2424 -0.8557
C -3.6089 1.2265 -0.6722
C -2.2845 3.1302 0.7965
C 4.6922 -0.8603 -0.4779
C -3.6327 -1.5490 -0.6393
C 3.3222 -1.2504 -1.0741
C -4.4408 0.5523 0.2034
C -4.4549 -0.8299 0.2249
C -4.2008 -3.6465 0.3179
C -2.8293 -0.8587 -1.5518
C -1.0786 2.3646 0.4389
C 0.3671 0.7482 0.0316
C 4.7868 1.4750 0.1585
C -1.6115 0.1094 1.6240
C -2.8167 0.5187 -1.5665
C 1.1932 -0.4615 -0.1660
C 4.3952 0.5502 1.3269
C 5.1988 0.5092 -0.9618
C -0.8094 0.9787 0.7140
H 4.9872 0.7353 2.2261
H 3.9488 2.1079 -0.1328
H -5.2885 -3.5560 0.2340
H 2.9690 -2.1637 -0.5903
H 2.5084 0.6946 -1.1789
H -3.9124 -4.6823 0.1474
H -2.7562 2.7284 1.6907
H 5.6120 2.1267 0.4374
H 3.3347 0.6624 1.5884
H -3.8806 -3.3382 1.3172
H 4.7843 0.7799 -1.9312
H -0.5876 -1.4610 1.0513
H -2.2113 -1.4308 -2.2260
H -2.1896 1.0552 -2.2638
H 3.4407 -1.4299 -2.1475
H -2.0694 4.1919 0.8864
H 5.3870 -1.6689 -0.7290
H -5.0942 -1.3325 0.9318
H -5.0615 1.1087 0.8880
H 6.2836 0.4797 -1.0532
*
```

***

This record from the OMol25 dataset describes C18H20N2O7S in the gas phase. The level of theory is ωB97M-V/def2-TZVPD.

Summary:
Energy above the lowest of the compared OMol25 structures with the same formula, charge and spin: 48.9 kcal/mol
SMILES string: COc1ccc(NC(=O)COC(=O)CNS(=O)(=O)c2ccccc2)cc1OC

Geometry as ORCA input:
```
! RIJCOSX wB97M-V def2-TZVPD def2/J DEFGRID3
* xyz 0 1
S 1.7727 -2.3157 0.5528
O 3.9406 0.7670 -2.3700
O 2.9084 -2.7750 1.2938
O 1.2250 3.6333 0.3412
O 0.8393 -3.2669 0.0176
O -4.4526 0.4582 -0.0982
O 3.5691 1.1009 -0.1777
O -2.6725 -1.4792 -1.2968
N 0.9563 1.5901 -0.6497
N 2.3312 -1.4311 -0.7914
C -0.8794 0.1149 -0.9989
C -2.2107 -0.2585 -0.8902
C -0.4720 -1.2658 1.7064
C -0.5058 0.8018 2.9175
C -1.7851 -2.3781 -1.9256
C 3.1881 2.4578 -0.3735
C -3.1212 0.6513 -0.3147
C -5.1490 -0.6059 -0.7095
C -2.6424 1.8817 0.1245
C 0.8580 0.9512 2.7195
C 1.5628 -0.0086 2.0115
C -1.1701 -0.3104 2.4262
C 0.8826 -1.0956 1.4995
C 3.7522 -1.1265 -0.8717
C -0.4199 1.3450 -0.5363
C -1.3131 2.2412 0.0276
C 3.8130 0.3470 -1.2528
C 1.6700 2.6350 -0.1758
H -2.3979 -3.2371 -2.1955
H 1.3698 1.8169 3.1097
H -4.8448 -1.5747 -0.3091
H -1.0527 1.5549 3.4632
H -0.9731 3.1976 0.3836
H 4.2715 -1.7325 -1.6176
H -1.3577 -1.9439 -2.8350
H -6.1985 -0.4279 -0.4748
H -2.2292 -0.4278 2.5927
H 3.4665 2.7818 -1.3834
H 4.1819 -1.3034 0.1154
H -3.3590 2.5596 0.5594
H 1.4695 0.8063 -1.0332
H -0.9834 -2.7052 -1.2560
H -0.9555 -2.1428 1.3074
H -0.1661 -0.5739 -1.4229
H -5.0146 -0.6053 -1.7931
H 3.7103 3.0676 0.3653
H 1.9629 -1.8495 -1.6322
H 2.6245 0.0803 1.8511
*
```

***

This record from the OMol25 dataset describes a molecular structure, C18H20N6ORhS3. The level of theory is ωB97M-V/def2-TZVPD.

Summary:
Energy above the lowest of the compared OMol25 structures with the same formula, charge and spin: 1.0 kcal/mol

Geometry as ORCA input:
```
! RIJCOSX wB97M-V def2-TZVPD def2/J DEFGRID3
* xyz 1 1
Rh 0.1727 -1.3597 -1.0419
S -1.4355 -2.5558 -2.0205
S -0.9911 -2.2361 0.6624
S 1.7865 -2.9420 -0.9268
O -1.3973 4.3588 1.5934
N 3.3581 -1.2585 -2.4419
N -3.6665 -4.3679 2.2494
N -4.2722 -4.9427 -2.1925
N -0.1412 2.8680 2.7375
N 2.2915 -2.7382 -3.6074
N -0.6154 0.6579 -1.0317
C -0.7040 3.3573 1.6079
C -0.2783 2.7683 -2.0821
C -0.6522 1.2671 0.1585
C -1.8594 3.1782 4.4999
C -3.0511 -3.9111 -0.1934
C 0.8759 1.8351 2.8026
C -2.0151 -3.0667 -0.4629
C 1.4821 -3.8938 -3.9594
C -0.4977 2.6371 0.2995
C -0.4784 3.5585 3.9837
C -0.3138 3.3992 -0.8514
C 2.4962 -2.2971 -2.3518
C 3.0279 -1.9737 -4.4798
C 0.4152 0.5843 3.5415
C -0.4413 1.3947 -2.1330
C -3.3988 -4.1912 1.1457
C 3.6983 -1.0485 -3.7561
C -3.7584 -4.4920 -1.2684
H 1.7499 2.2587 3.3081
H 1.6633 -4.1342 -5.0025
H 4.3852 -0.2810 -4.0587
H 3.0182 -2.1572 -5.5385
H -0.4311 4.6333 3.8005
H -0.2378 4.4740 -0.7663
H -0.4716 0.8628 -3.0773
H -0.1585 3.3301 -2.9960
H 0.1983 0.8080 4.5842
H 1.7659 -4.7340 -3.3295
H -0.8527 0.6302 1.0115
H -1.9219 2.1108 4.7067
H 1.1956 -0.1755 3.5219
H 1.2008 1.5928 1.7899
H 3.7226 -0.7700 -1.6391
H -2.0728 3.7172 5.4216
H -2.6233 3.4417 3.7715
H 0.2949 3.3069 4.7099
H 0.4281 -3.6686 -3.8015
H -0.4902 0.1647 3.1028
*
```

***

This record from the OMol25 dataset describes 2 unconnected molecules or ions with the total composition C18H20NO2S. The level of theory is ωB97M-V/def2-TZVPD.

Geometry as ORCA input:
```
! RIJCOSX wB97M-V def2-TZVPD def2/J DEFGRID3
* xyz -1 1
S 2.8007 1.6592 -0.9448
O -4.1904 -0.0626 2.4983
O -6.1210 1.2785 -0.1770
N 2.9499 -1.0734 -1.9977
C 6.4331 -1.0275 -0.7276
C 5.4245 1.0855 -0.2848
C 0.1728 1.9436 0.7889
C 0.4002 0.6506 0.1345
C -0.3153 -1.5955 -0.3472
C -0.5470 -0.3822 0.2892
C 4.1397 -0.6480 -1.3987
C 1.5457 0.4117 -0.6423
C 1.7705 -0.8187 -1.2462
C 5.2615 -1.4698 -1.3160
C -1.7849 -0.2319 1.1360
C 6.5425 0.2617 -0.2161
C 1.1744 2.6398 1.4617
C 0.8165 -1.8195 -1.1053
C -3.0964 -0.3836 0.3193
C -4.2573 -0.7277 1.2367
C 4.2483 0.6307 -0.8551
C -7.3279 0.7665 -0.4644
H -5.2143 -0.4518 0.7787
H -1.0129 -2.4203 -0.2626
H 7.3005 -1.6697 -0.6408
H -4.3059 -1.8021 1.4423
H -7.8521 0.2218 0.3729
H -8.1160 1.5000 -0.7916
H -3.2980 0.5759 -0.1638
H -4.1689 0.8798 2.3004
H 5.4764 2.0948 0.1023
H 1.6039 3.5231 0.9891
H -1.7732 -1.0618 1.8501
H 2.9864 -2.0481 -2.2576
H 5.2176 -2.4840 -1.6982
H -2.9040 -1.1430 -0.4371
H 1.5591 2.3153 2.4239
H 7.4476 0.6233 0.2488
H -7.3620 0.0040 -1.2944
H 0.9875 -2.7671 -1.6043
H -1.7686 0.6819 1.7217
H -0.8434 2.3404 0.7786
*
```

***

This record from the OMol25 dataset describes a gas-phase ion, C18H21Br2ClNO (charge +1). The level of theory is ωB97M-V/def2-TZVPD.

Summary:
SMILES string: CCCO[n+]1cc2ccc(CCCCl)cc2cc1/C(Br)=C(\C)Br

Geometry as ORCA input:
```
! RIJCOSX wB97M-V def2-TZVPD def2/J DEFGRID3
* xyz 1 1
Br 2.4098 -5.0848 -2.8041
Br 3.3706 -2.2811 -1.0940
Cl 2.1420 5.4447 -1.1611
O -0.7878 -3.2756 0.8887
N -0.6693 -1.9646 0.5035
C -1.5510 -0.8756 1.1342
C -0.0926 -3.3845 2.2033
C 0.5776 -0.0342 -1.0624
C 0.9498 -3.9344 -2.0119
C -2.1556 3.5067 0.9405
C 1.3875 -2.7156 -1.2674
C -1.0284 3.9838 -0.1845
C 2.1197 -4.3694 3.3839
C 0.9211 5.7144 -2.5291
C -0.6218 6.0078 -2.0278
C 0.3691 -1.6157 -0.5611
C -0.9240 5.5956 -0.4696
C 0.9031 -4.7132 2.2930
C -0.3358 1.2126 -0.4259
C -0.6451 -4.2977 -2.1947
C -2.3582 1.9292 1.3802
C -1.4473 0.7358 0.7214
C -0.1224 2.8056 -0.8764
H 1.6692 -3.8382 4.3488
H -0.7375 -4.9078 -3.2135
H 2.6887 -5.3491 3.7392
H -2.8384 4.3323 1.4500
H 1.3964 0.1941 -1.8721
H -0.8474 -3.3209 3.1230
H -3.1668 1.7090 2.2060
H -2.3068 -1.2401 1.9700
H -0.1900 6.1200 0.3124
H 0.8568 4.7524 -3.2275
H -0.7577 7.1924 -2.0884
H 0.3145 -5.6927 2.6304
H -1.0823 -4.9629 -1.3217
H 0.5878 -2.4141 2.2760
H 1.3388 6.5832 -3.2222
H -1.4392 5.5784 -2.7844
H -1.9990 6.0463 -0.2114
H 0.6802 3.0653 -1.6875
H 1.3254 -4.9528 1.2180
H -1.3151 -3.3248 -2.3652
H 2.8741 -3.5944 2.9179
*
```

***

This record from the OMol25 dataset describes a molecular structure, C18H21Cl2F4O18Pb. The level of theory is ωB97M-V/def2-TZVPD.

Geometry as ORCA input:
```
! RIJCOSX wB97M-V def2-TZVPD def2/J DEFGRID3
* xyz 1 1
Pb -6.0954 1.0469 2.3041
Cl 3.0941 -6.8519 -1.2597
Cl 1.0901 -7.6411 0.6158
F -3.5927 -0.5057 -6.7341
F -6.1623 -7.3395 -2.9357
F 1.7151 8.2729 3.2071
F 0.5121 0.8718 8.8454
O -1.0422 1.0957 -5.9923
O 1.5978 4.1044 7.7418
O -1.4253 -0.2626 1.1587
O -0.3874 -2.0969 0.4048
O -9.8856 -8.0499 -1.4095
O 4.6220 2.0835 -2.7242
O 2.4189 8.7523 1.0849
O 1.0554 3.0259 9.5569
O 5.9006 0.3417 -3.3024
O -7.8942 -7.7974 -0.5283
O -8.2834 -6.6636 -2.4331
O 1.7476 6.9561 0.0953
O 3.0267 8.4887 -1.0285
O -1.6246 -0.9398 -5.8919
O -2.5652 -1.9669 0.4384
O 6.0015 2.3252 -4.4510
O 0.5576 -0.4415 -6.3623
O 1.8241 5.1371 9.7417
C 1.2944 2.7302 7.3366
C -6.7560 -6.9770 -0.7560
C 5.5873 1.5933 -3.5469
C -8.7785 -7.5539 -1.4378
C -1.4781 -1.4021 0.7048
C 1.3838 8.3286 1.8823
C 0.4293 2.1993 8.5256
C -6.8991 -6.4986 -2.1861
C 2.8706 -7.4729 0.3824
C 5.0083 -0.1660 -2.3309
C 4.0994 1.0546 -1.9655
C 1.4658 4.2039 9.0216
C 2.4992 8.0773 -0.0374
C -2.4223 1.1431 -5.5764
C 1.1470 6.8575 1.3175
C 5.7614 -0.7260 -1.1299
C -2.8309 -0.3383 -5.6528
C -0.6151 -0.1094 -6.0230
H 3.2240 -6.7043 1.0697
H 0.5765 9.0488 1.7498
H 3.4288 -8.4073 0.4407
H 3.0597 0.9112 -2.2599
H 4.4233 -0.9200 -2.8575
H -5.8292 -7.5489 -0.7107
H 1.6623 6.0193 1.7867
H -6.4918 -5.4900 -2.2574
H 0.7572 2.6915 6.3890
H 2.1715 2.0882 7.2548
H -3.3896 -0.7253 -4.8006
H 4.1379 1.2966 -0.9034
H -6.6953 -6.0982 -0.1140
H 6.5345 0.0166 -0.9325
H 6.2160 -1.6986 -1.3184
H -2.3962 1.4731 -4.5379
H -0.8274 -2.9278 0.2112
H 5.0690 -0.8070 -0.2919
H -0.6012 2.5152 8.3632
H 0.1162 6.5606 1.1240
H -3.1184 1.8178 -6.0747
*
```

***

This record from the OMol25 dataset describes a molecular structure, C18H21Cl36IN3OP. The level of theory is ωB97M-V/def2-TZVPD.

Geometry as ORCA input:
```
! RIJCOSX wB97M-V def2-TZVPD def2/J DEFGRID3
* xyz 0 1
I -3.9045 4.2804 1.9923
Cl -1.3607 -8.5792 4.7337
Cl -0.4709 0.3306 2.2719
Cl -7.8794 -1.9089 -3.9744
Cl 6.6739 -5.4435 -1.1076
Cl 6.4514 1.4206 4.5871
Cl -5.4953 -0.2364 -3.9232
Cl -2.8894 0.4222 3.8921
Cl -2.4224 -0.2327 9.5078
Cl 4.7650 -0.4473 -0.6463
Cl -5.2733 -3.0699 -4.5601
Cl -3.5281 4.2783 -5.1909
Cl 5.0371 3.2742 2.8413
Cl 5.2785 2.4101 -0.8812
Cl 3.7182 -4.7627 -6.3200
Cl 1.8369 1.9994 -5.3870
Cl -0.6642 2.2023 4.4951
Cl -0.8909 -8.0134 1.9154
Cl 6.0719 -3.0538 -6.4731
Cl 3.4376 1.1050 -2.7227
Cl -1.2217 -0.2831 6.8546
Cl 1.4570 -6.0110 6.2778
Cl -0.9430 2.4215 -4.6276
Cl 6.3605 0.9362 1.7164
Cl -3.9502 0.6758 7.2004
Cl 2.6650 -2.9451 2.2169
Cl 2.2508 -5.8037 3.4830
Cl 0.3659 -10.3242 3.1660
Cl 1.3376 -1.3927 0.1405
Cl -3.6585 2.1535 -3.2029
Cl 4.2369 -6.4331 5.5184
Cl 5.4172 -3.1327 -2.3582
Cl 5.9415 -5.1786 -4.4851
Cl 4.9473 -3.6985 0.4601
Cl -0.1492 2.6288 -7.4224
Cl 3.1785 -0.0876 1.9821
Cl -5.8818 2.5694 -5.0377
P -1.6142 3.2455 -0.7513
O -2.3827 1.7276 -0.2402
N -5.6338 7.1217 -0.4145
N -1.8989 7.3716 -1.2122
N -5.6109 2.4708 0.6763
C 6.4182 2.1734 2.9835
C 2.8168 -1.5798 1.0977
C -5.3253 3.2771 -0.5725
C -1.1265 0.6003 3.8957
C -2.9406 4.5820 -1.0925
C -6.2859 -1.6221 -4.6941
C -4.1227 2.6464 -4.8402
C 4.9168 0.9180 -1.7655
C 0.3498 2.8944 -5.7431
C -2.3394 0.5718 7.9313
C 5.4773 -4.6857 -6.1225
C -4.2804 4.4834 -0.1534
C -2.3136 6.1318 -1.1112
C 2.7498 -5.5381 5.1622
C -0.1875 -8.6585 3.4083
C 6.1205 -3.7778 -0.8653
C -5.1156 5.9111 -0.4029
C -0.4730 3.7434 0.7382
H -0.7228 4.8749 1.0025
H 3.6453 -1.7848 0.4149
H -4.8705 2.6690 -1.4632
H 0.6781 3.6453 0.4573
H -0.7943 3.0540 1.6337
H -6.4228 -1.3945 -5.7543
H 5.7453 0.7129 -2.4484
H -1.7753 1.0299 -0.6690
H -1.9635 1.5870 8.0821
H -6.6714 2.4018 0.7294
H -3.6657 1.9533 -5.5511
H 7.3356 2.7538 2.8564
H 6.9841 -3.1635 -0.5981
H -5.2978 1.4919 0.4922
H 5.9343 -5.3789 -6.8333
H -3.3079 4.4019 -2.2138
H 0.5487 3.9606 -5.6075
H -6.3417 3.7762 -0.9141
H 0.6761 -8.0442 3.6756
H -0.7057 -0.1531 4.5665
H 2.9487 -4.4719 5.2978
*
```

***

This record from the OMol25 dataset describes a gas-phase ion, C18H21ClFSi (charge +1). The level of theory is ωB97M-V/def2-TZVPD.

Geometry as ORCA input:
```
! RIJCOSX wB97M-V def2-TZVPD def2/J DEFGRID3
* xyz 1 1
Cl -2.3957 0.8769 0.6524
Si -0.4344 1.2160 1.2375
F 6.8366 -2.1930 1.3963
C 4.7655 -2.6374 2.4960
C 1.5321 -0.5897 2.0055
C 2.9304 -3.4875 1.1918
C 2.3652 -2.5150 3.4446
C -0.4871 2.2728 2.7708
C 3.8920 -2.3259 6.9775
C 5.5392 -2.6454 1.3294
C 5.0501 -3.0604 0.0968
C 3.4038 -2.9219 2.3879
C 1.6923 -3.3147 7.1036
C 3.7402 -3.5497 0.0561
C 0.4097 2.0532 -0.1952
C 3.8031 -2.2957 5.5759
C 2.0223 -1.0273 3.3219
C 0.1582 -0.5937 1.6041
C 1.6329 -3.3454 5.7090
C 2.6690 -2.7979 4.9347
C 2.8160 -2.7840 7.7448
H 1.9026 -3.8612 1.1549
H 1.4777 2.2242 -0.0068
H 4.5972 -1.8081 5.0076
H 0.7456 -3.7373 5.2065
H -0.5455 -1.0083 2.3545
H 0.0084 -1.0809 0.6215
H -0.0767 3.0277 -0.3576
H 2.2901 -0.3800 1.2543
H 4.7926 -1.9472 7.4627
H 0.2964 1.4560 -1.1112
H -1.1206 1.8015 3.5362
H -0.9251 3.2483 2.5092
H 1.4484 -3.0750 3.2206
H 3.3393 -3.9758 -0.8639
H 0.8471 -3.6824 7.6839
H 2.8346 -2.6875 8.8312
H 2.9398 -0.4517 3.5460
H 0.5178 2.4353 3.1845
H 5.6739 -3.0235 -0.7955
H 1.2689 -0.7890 4.0961
H 5.2464 -2.3801 3.4361
*
```

***

This record from the OMol25 dataset describes a molecular structure, C18H21ClN2O3S. The level of theory is ωB97M-V/def2-TZVPD.

Summary:
Energy above the lowest of the compared OMol25 structures with the same formula, charge and spin: 385.1 kcal/mol

Geometry as ORCA input:
```
! RIJCOSX wB97M-V def2-TZVPD def2/J DEFGRID3
* xyz 0 1
Cl 1.9837 5.5803 -3.5406
S -1.2109 1.4441 -0.7153
O -1.7407 0.0780 -1.0822
O 2.4053 -0.6374 0.7916
O -1.6902 2.6175 -1.2050
N 0.2839 -1.2382 0.3841
N 0.4433 1.4690 -0.7739
C 1.0651 0.4556 -1.0242
C 0.0033 -4.6148 1.3407
C -0.4241 -5.9470 0.9805
C 1.1681 3.5172 0.3831
C 2.0001 5.2714 -0.8590
C -1.9350 -5.8364 0.1424
C 0.6986 2.6938 -3.2027
C 1.0882 3.2577 -1.9738
C 1.4462 -0.7209 0.1658
C 0.7596 2.9448 -0.7444
C 1.7254 4.6348 0.1687
C -0.5361 -3.3680 1.1952
C -1.5051 1.6551 1.0655
C -2.3559 -4.6796 0.0236
C 1.7475 4.5135 -1.9306
C 0.2427 -2.2076 1.6378
C -0.6051 -1.6424 2.7138
C -1.4620 -3.5345 0.3082
H 1.2482 -2.4230 1.8352
H 0.5917 3.5013 -4.0939
H -1.5758 2.5724 1.2116
H 0.0454 -0.8892 3.0192
H -1.7010 -1.3088 2.7156
H -0.5832 -0.9065 0.0647
H -0.2076 2.1035 -3.1856
H -2.6512 1.3124 1.1565
H -0.9743 0.9169 1.7525
H -0.4418 -2.4573 3.6997
H 1.1803 3.0769 1.4590
H 1.5077 1.9759 -3.6609
H 0.9455 -4.7887 1.8524
H -3.2926 -4.5624 -0.4733
H 2.0381 0.7433 -1.4126
H 0.0077 -6.8869 1.1281
H -2.2792 -2.4671 0.0921
H 0.4531 -0.2124 -1.9172
H -2.2260 -6.7579 -0.1885
H 2.4295 6.5398 -0.7028
H 1.8899 5.2118 1.3986
*
```

***

| no. | E_tot (hartree) | frontier orbital gap (eV) | LUMO (eV) |
| --- | --- | --- | --- |
| 1 | -1657.038337 | 8.13 | -0.3 |
| 2 | -1732.282914 | 8.28 | 0.4 |
| 3 | -2406.575768 | 6.21 | -4.9 |
| 4 | -1301.188666 | 4.07 | 1.6 |
| 5 | -6435.765639 | 6.48 | -4.9 |
| 6 | -3564.984669 | 2.08 | -9.5 |
| 7 | -18143.597849 | 8.54 | -0.1 |
| 8 | -1547.826362 | 6.21 | -6.0 |
| 9 | -1891.548195 | 8.34 | 0.2 |